A cluster of 4 separate species, C23H39ClNO10P in total at a distorted geometry, computed with ωB97M-V with the def2-TZVPD basis set.

Results
HOMO   -0.304 Ha
Energy   -2508.35084 Ha
Net charge   0
Spin multiplicity   1

Each line ends with the Löwdin charge.
Atoms and positions in Å:
Cl 3.726 4.972 -0.174  0.74
P -1.811 0.972 1.468  0.87
O -0.389 0.238 1.830  -0.28
O -8.073 -0.216 -0.433  -0.19
O 0.217 -5.881 2.644  -0.19
O 7.792 -1.081 -4.685  -0.19
O -1.250 -3.533 3.621  -0.20
O 6.318 -0.798 -2.160  -0.20
O -6.145 1.986 -0.277  -0.20
O 1.069 6.026 -1.208  0.11
O -2.496 0.252 0.129  -0.28
O 0.329 1.266 -0.632  0.11
N 3.297 0.742 -0.597  0.03
C 3.188 1.917 0.295  -0.21
C 1.004 5.045 -0.502  -0.33
C 0.809 -5.032 1.675  -0.11
C 5.716 -0.792 -3.444  -0.21
C -6.968 -1.105 -0.383  -0.11
C -1.517 2.756 1.094  -0.27
C -0.257 4.619 0.216  -0.10
C -2.195 -3.766 2.587  -0.10
C 2.191 4.143 -0.223  -0.49
C -0.975 -4.690 4.397  -0.21
C 6.503 -1.624 -4.439  -0.21
C -5.978 1.851 -1.679  -0.11
C -1.200 5.514 0.647  0.01
C -7.507 2.086 0.108  -0.20
C 0.630 2.325 -0.128  -0.26
C -2.452 3.668 1.535  -0.09
C 0.310 -5.369 3.964  -0.21
C 2.046 2.837 -0.031  -0.15
C -2.297 5.004 1.297  -0.06
C -0.424 3.267 0.419  -0.10
C 8.816 -1.724 -3.947  -0.11
C 7.091 0.363 -1.912  -0.11
C -8.050 0.758 0.598  -0.21
H -7.474 0.398 1.456  0.13
H 3.437 -0.060 0.007  0.07
H -3.207 -3.776 3.003  0.09
H 4.720 -1.232 -3.335  0.12
H -9.084 0.903 0.927  0.12
H -8.115 2.474 -0.715  0.13
H -2.114 -2.949 1.871  0.08
H 0.554 -3.983 1.840  0.08
H -1.815 -5.389 4.358  0.13
H -6.893 -1.600 -1.350  0.09
H 2.428 0.545 -1.080  0.05
H 9.689 -1.073 -3.947  0.09
H -4.970 1.477 -1.862  0.08
H -0.863 -4.360 5.435  0.12
H 8.520 -1.907 -2.911  0.08
H 7.707 0.637 -2.771  0.08
H -6.693 1.148 -2.111  0.09
H -6.086 2.826 -2.165  0.09
H 2.996 1.544 1.317  0.13
H 5.968 -1.623 -5.394  0.12
H -2.009 -4.706 2.063  0.09
H -0.534 -0.447 2.491  0.04
H 0.436 -5.330 0.696  0.09
H -6.030 -0.582 -0.186  0.08
H -3.066 5.685 1.647  0.12
H 6.434 1.200 -1.652  0.08
H -7.131 -1.862 0.392  0.09
H -2.634 0.976 -0.500  0.04
H 5.591 0.232 -3.808  0.13
H -1.080 6.578 0.481  0.13
H 9.082 -2.674 -4.422  0.09
H 1.159 -4.685 4.056  0.13
H 4.158 2.410 0.337  0.08
H 0.492 -6.221 4.627  0.13
H 1.897 -5.149 1.688  0.09
H 7.747 0.154 -1.067  0.09
H 6.580 -2.661 -4.100  0.13
H -3.309 3.281 2.078  0.11
H -7.558 2.807 0.931  0.12

---

A cluster of 5 separate species, C23H39ClO15S in total, computed with ωB97M-V with the def2-TZVPD basis set.

Results
HOMO   -0.363 Ha
Energy   -2886.84517 Ha
Net charge   0
Spin multiplicity   1

Each line ends with the Löwdin charge.
Atoms and positions in Å:
Cl 4.098 7.118 5.308  0.60
S 6.552 5.629 1.247  0.88
O -4.295 -9.889 1.131  0.00
O -0.354 -3.590 -0.654  0.01
O 1.373 5.743 0.894  0.00
O -0.072 -1.701 0.345  0.05
O -3.634 -9.392 -0.969  0.12
O -5.180 -3.939 -3.288  0.02
O 2.668 4.020 0.920  0.03
O 0.350 -1.830 -1.873  0.11
O 0.641 3.833 -0.062  0.12
O 8.397 4.405 3.719  0.16
O 8.351 6.449 4.703  0.15
O -3.343 -2.815 -3.374  -0.01
O -5.251 -1.714 -2.880  0.13
O -3.342 -7.987 0.780  0.04
O 7.482 8.420 5.391  0.18
C 6.757 7.418 3.299  -0.18
C 0.145 6.372 0.508  -0.03
C -0.820 0.573 -0.197  -0.05
C -7.342 -3.550 -4.360  -0.06
C 1.480 4.468 0.522  -0.61
C 5.842 8.470 2.778  -0.13
C -3.740 -9.116 0.198  -0.61
C -3.819 -6.243 -0.868  -0.05
C -4.812 -11.129 0.640  -0.04
C 7.522 7.565 4.565  -0.39
C -6.605 -4.014 -3.122  -0.21
C 3.347 2.468 -0.849  -0.06
C 8.024 5.541 3.728  -0.44
C -0.372 -4.370 -1.854  -0.02
C 7.090 6.220 2.787  -0.49
C -2.626 -1.576 -3.285  -0.03
C 2.952 2.646 0.601  -0.20
C 4.325 8.120 2.780  -0.24
C 3.897 6.890 3.549  -0.58
C -2.765 -7.012 -0.104  -0.21
C 0.285 -0.308 0.337  -0.21
C -4.653 -2.723 -3.150  -0.61
C 0.015 -2.322 -0.826  -0.61
H -4.049 -11.675 0.090  0.10
H -0.588 -5.390 -1.551  0.08
H 6.175 4.392 1.592  -0.11
H 6.127 8.707 1.751  0.12
H 3.773 2.376 1.263  0.12
H 2.090 2.032 0.860  0.11
H 3.778 8.970 3.191  0.11
H 1.208 -0.179 -0.231  0.12
H 3.645 1.435 -1.029  0.08
H -6.801 -5.067 -2.927  0.12
H -1.006 0.370 -1.250  0.07
H -6.897 -3.441 -2.243  0.12
H 0.591 -4.337 -2.357  0.10
H -4.369 -6.893 -1.548  0.08
H -7.005 -4.110 -5.233  0.08
H -3.355 -5.450 -1.456  0.07
H -2.826 -1.086 -2.335  0.09
H -2.060 -7.505 -0.774  0.12
H -1.157 -4.020 -2.523  0.08
H -8.413 -3.709 -4.236  0.08
H -1.745 0.401 0.355  0.09
H 0.490 -0.078 1.381  0.12
H 4.186 3.119 -1.098  0.08
H 0.151 7.349 0.981  0.09
H -0.540 1.622 -0.096  0.06
H 0.101 6.482 -0.573  0.10
H -0.709 5.796 0.855  0.10
H -5.114 -11.692 1.518  0.09
H 4.459 6.001 3.276  0.05
H 2.518 2.708 -1.513  0.08
H -2.206 -6.343 0.548  0.12
H -4.533 -5.791 -0.179  0.09
H 6.003 9.379 3.358  0.12
H -5.673 -10.953 -0.002  0.10
H -7.169 -2.491 -4.542  0.08
H -2.897 -0.914 -4.106  0.10
H -1.575 -1.834 -3.350  0.07
H 3.979 7.983 1.754  0.11
H 2.843 6.686 3.367  0.07

---

A structure of composition C23H39F3N3O7Ti at a distorted geometry, computed with ωB97M-V with the def2-TZVPD basis set.

Results
HOMO (spin up / spin down)   -0.142 / -0.277 Ha
Energy   -2739.68966 Ha
Net charge   0
Spin multiplicity   4

Each line ends with the Mulliken spin population.
Atoms and positions in Å:
Ti 24.508 29.725 -10.048  2.67
F 24.700 32.985 -13.839  0.00
F 23.502 31.386 -14.699  0.00
F 22.895 32.428 -12.873  0.00
O 20.951 34.149 -9.657  0.00
O 26.866 29.110 -9.686  -0.02
O 24.075 29.667 -12.461  -0.01
O 29.162 29.316 -9.743  0.00
O 21.270 35.572 -7.880  0.00
O 25.175 31.368 -11.451  -0.19
O 22.915 34.120 -8.649  0.00
N 24.806 27.384 -9.084  0.02
N 21.947 29.407 -9.461  0.03
N 25.018 30.480 -7.616  0.05
C 20.808 29.379 -9.638  0.07
C 29.202 29.938 -8.463  0.00
C 24.575 26.358 -8.584  0.10
C 25.484 29.652 -6.982  0.01
C 28.077 28.356 -11.571  0.01
C 26.898 29.419 -4.994  0.00
C 21.724 25.671 -7.890  0.00
C 22.951 33.084 -9.576  0.02
C 18.548 29.854 -8.714  0.01
C 23.935 31.964 -13.538  0.00
C 26.538 32.647 -10.005  0.12
C 26.194 28.644 -6.194  0.01
C 24.740 30.899 -12.750  0.04
C 27.956 29.072 -10.271  -0.02
C 26.330 32.198 -11.427  -0.01
C 30.664 29.994 -7.940  0.00
C 19.373 29.289 -9.830  0.01
C 21.587 33.077 -10.275  0.02
C 22.690 24.643 -8.350  0.01
C 24.135 25.060 -7.956  0.01
C 18.747 29.101 -7.352  0.00
C 21.653 34.670 -8.652  0.00
C 25.834 29.938 -4.016  0.00
H 17.972 28.337 -7.279  0.00
H 27.580 28.701 -4.539  0.00
H 25.360 29.046 -3.606  0.00
H 30.754 30.419 -6.940  0.00
H 25.062 30.524 -4.515  0.00
H 26.180 30.439 -3.112  0.00
H 18.635 29.851 -6.569  0.00
H 26.912 28.123 -6.827  0.00
H 29.149 28.312 -11.760  0.00
H 26.269 33.074 -12.072  0.00
H 19.111 29.808 -10.752  0.00
H 31.386 30.500 -8.581  0.00
H 24.067 25.279 -6.891  0.00
H 28.563 29.394 -7.768  0.00
H 27.487 30.221 -5.438  0.00
H 22.015 26.677 -8.193  0.01
H 28.872 30.970 -8.580  0.00
H 25.808 33.354 -9.613  0.00
H 23.758 33.331 -10.266  -0.04
H 22.667 24.477 -9.427  0.00
H 24.834 24.246 -8.150  0.00
H 21.668 25.683 -6.802  0.00
H 19.170 28.224 -9.946  0.00
H 18.763 30.915 -8.591  0.00
H 22.293 23.741 -7.883  0.00
H 27.440 33.235 -9.834  0.00
H 27.619 27.380 -11.405  0.01
H 21.019 32.207 -9.948  0.00
H 25.489 27.927 -5.773  0.00
H 19.708 28.602 -7.228  0.00
H 17.493 29.817 -8.988  0.00
H 23.086 32.118 -9.090  0.06
H 27.279 31.749 -11.718  -0.01
H 20.705 25.502 -8.237  0.00
H 26.760 31.835 -9.313  -0.01
H 27.555 28.923 -12.342  0.00
H 25.663 30.724 -13.303  0.00
H 21.591 33.191 -11.359  0.00
H 31.006 28.965 -7.831  0.00

---

A structure of composition C23H39I2N10P at a distorted geometry, computed with ωB97M-V with the def2-TZVPD basis set.

Results
HOMO   -0.306 Ha
Energy   -2383.82064 Ha
Net charge   0
Spin multiplicity   1

Each line ends with the Löwdin charge.
Atoms and positions in Å:
I -1.945 -2.419 -5.443  0.73
I -0.609 1.894 -7.561  0.81
P 1.121 -1.349 -6.408  0.66
N 0.034 0.175 5.449  0.15
N 4.524 -0.109 -6.508  0.12
N -0.011 4.998 6.554  0.11
N 7.148 -4.033 -3.902  0.14
N -1.674 4.567 2.919  0.12
N 0.126 8.996 3.051  0.11
N -4.998 -1.900 4.513  0.14
N -0.438 0.715 -0.927  0.15
N -1.551 -3.263 1.681  0.13
N 3.060 -3.274 -2.454  0.15
C -0.197 8.597 4.078  -0.29
C -1.241 3.700 0.499  -0.04
C -0.078 4.453 5.545  -0.26
C 5.943 -4.944 -1.780  -0.07
C 5.598 -1.243 -4.427  -0.09
C -2.207 -1.195 -0.874  -0.07
C -1.236 -0.111 -0.937  -0.27
C -0.178 3.771 4.262  -0.12
C 0.983 -3.815 -0.973  -0.06
C -0.816 -0.964 -6.592  -0.98
C 2.136 -3.506 -1.812  -0.25
C -1.949 -1.486 3.544  -0.09
C -1.250 0.427 -6.116  -0.95
C 5.042 -0.577 -5.597  -0.29
C -0.565 -0.740 7.813  -0.06
C 6.627 -4.432 -2.960  -0.27
C -5.634 -2.239 3.620  -0.27
C -6.440 -2.672 2.485  -0.06
C -0.774 0.821 -4.723  -0.23
C -0.229 -0.228 6.491  -0.26
C -1.688 -2.495 2.525  -0.27
C -1.495 4.192 1.849  -0.17
C -0.604 8.092 5.385  -0.08
H 0.096 2.723 4.383  0.07
H -2.930 -1.054 3.373  0.05
H -6.151 -3.680 2.194  0.09
H 6.121 -4.281 -0.936  0.08
H -0.527 8.886 6.125  0.08
H 0.580 -2.900 -0.543  0.06
H 0.210 -4.300 -1.566  0.09
H -6.285 -1.998 1.646  0.08
H -0.890 -0.010 -4.030  0.02
H 6.659 -1.023 -4.335  0.08
H -0.173 3.559 0.352  0.08
H -2.529 -1.328 0.155  0.05
H 1.140 -1.888 -7.716  -0.01
H -3.071 -0.970 -1.498  0.08
H -1.633 7.742 5.342  0.08
H -1.199 3.837 3.890  -0.06
H -1.158 -1.129 -7.612  0.00
H -1.195 -0.706 3.492  0.05
H 6.316 -5.938 -1.541  0.08
H 1.286 -4.481 -0.169  0.09
H 0.107 -1.555 8.073  0.08
H 5.073 -0.899 -3.538  0.08
H -7.493 -2.665 2.759  0.08
H 0.278 1.101 -4.716  0.05
H -1.751 -2.119 -1.221  0.07
H -2.336 0.452 -6.143  0.04
H -0.466 0.056 8.549  0.09
H -1.932 -1.936 4.532  0.07
H 4.874 -4.993 -1.975  0.05
H 0.490 4.239 3.542  0.09
H 5.468 -2.315 -4.524  0.04
H -1.591 -1.105 7.815  0.08
H 0.816 -2.229 -5.327  -0.09
H 1.389 0.035 -6.297  -0.05
H -1.332 1.685 -4.371  0.07
H -1.613 4.409 -0.237  0.09
H -1.739 2.744 0.360  0.06
H 2.515 -1.630 -6.233  -0.12
H 0.038 7.266 5.678  0.04

---

A structure of composition C23H39IrN4O4S2Si at a distorted geometry, computed with ωB97M-V with the def2-TZVPD basis set.

Results
HOMO (spin up / spin down)   -0.404 / -0.401 Ha
Energy   -2609.85624 Ha
Net charge   +1
Relative energy (zero: lowest compared OMol25 entry of this formula, charge and spin)   23.5 kcal per mole
Spin multiplicity   2

Each line ends with the Mulliken spin population.
Atoms and positions in Å:
Ir -0.177 -0.303 0.071  0.52
S 1.639 -2.546 0.493  0.00
S -0.386 -2.314 0.997  0.23
Si 1.265 0.147 3.322  -0.01
O 1.768 -1.042 0.182  -0.01
O 2.498 -2.907 1.572  0.00
O 1.673 -3.374 -0.672  0.02
O -2.317 -0.275 0.019  0.01
N 0.410 0.597 1.793  0.00
N -2.699 -0.110 2.258  0.00
N -4.203 -1.162 0.843  0.00
N -0.774 1.952 0.459  0.00
C 2.118 -0.041 -2.346  -0.01
C -1.616 0.564 -2.817  0.00
C 0.121 1.905 1.476  0.02
C 1.013 -3.502 -3.514  -0.01
C 3.410 0.649 -2.011  0.00
C -0.985 4.286 0.763  0.00
C 0.616 1.345 4.632  0.00
C 0.845 2.130 -2.327  0.00
C -2.515 3.113 -0.830  0.00
C -0.255 -1.524 -2.659  0.03
C 3.097 0.317 3.029  0.00
C -0.326 -0.126 -2.421  0.02
C -3.043 -0.528 1.031  -0.01
C 0.638 3.073 2.059  0.01
C 2.159 -1.369 -2.767  0.04
C 3.497 -2.034 -2.915  0.00
C -1.529 -2.322 -2.727  -0.01
C -5.099 -1.567 1.915  0.00
C 0.064 4.265 1.683  0.00
C 0.970 -2.104 -2.968  0.04
C 0.822 -1.540 3.969  0.01
C -1.379 3.113 0.148  0.02
C 0.878 0.624 -2.253  0.05
H -2.434 0.387 -2.122  0.01
H 3.418 -3.080 -3.185  0.00
H 3.998 0.862 -2.908  0.00
H -4.636 -2.309 2.570  0.00
H -5.988 -2.005 1.473  0.00
H -1.907 -2.401 -3.751  0.00
H 1.788 -3.599 -4.272  0.00
H -1.479 1.633 -2.928  0.00
H 1.436 3.031 2.783  0.00
H 4.112 -1.527 -3.662  0.00
H 1.226 -4.225 -2.723  0.00
H 3.265 1.582 -1.475  0.00
H 0.682 2.419 -3.370  0.00
H 3.421 -0.405 2.277  0.00
H 3.365 1.316 2.676  0.00
H 0.070 -3.776 -3.979  0.00
H -2.960 2.125 -0.923  0.00
H -0.242 1.938 4.313  0.00
H -5.413 -0.701 2.498  0.00
H -0.256 -1.671 4.086  0.00
H 0.308 0.765 5.505  0.00
H -3.174 -0.461 3.073  0.00
H 4.041 -1.987 -1.970  0.00
H 3.659 0.124 3.946  0.00
H -1.750 0.227 2.381  0.00
H -4.319 -1.558 -0.074  0.00
H -2.192 3.448 -1.818  0.00
H 1.384 2.045 4.967  0.00
H 4.018 0.008 -1.374  0.00
H 1.223 -2.374 3.399  -0.01
H -1.369 -3.331 -2.352  0.00
H -3.277 3.811 -0.487  0.00
H 1.263 -1.580 4.970  0.00
H -1.931 0.174 -3.788  0.00
H 1.781 2.581 -2.017  0.00
H -1.490 5.211 0.520  0.00
H 0.413 5.191 2.121  0.00
H 0.052 2.579 -1.742  0.01
H -2.306 -1.855 -2.125  0.00

---

A structure of composition C23H39N2O13S4 at a distorted geometry, computed with ωB97M-V with the def2-TZVPD basis set.

Results
HOMO   -0.188 Ha
Energy   -3580.09542 Ha
Net charge   -1
Spin multiplicity   1

Each line ends with the Löwdin charge.
Atoms and positions in Å:
S -5.137 1.029 0.068  0.83
S -3.216 1.988 2.061  0.72
S 1.852 -1.239 0.300  0.54
S 1.109 -1.336 2.917  0.48
O -2.346 -3.301 -2.701  0.17
O -1.471 -2.251 -4.493  0.05
O 1.115 -2.283 4.012  -0.37
O 1.506 0.167 0.476  -0.36
O 3.263 -1.478 -0.041  -0.38
O 2.923 3.667 -2.163  0.14
O 7.079 0.325 4.743  0.05
O 8.613 1.083 3.278  0.14
O 4.932 3.421 -1.169  0.05
O -3.214 -3.625 -4.756  0.06
O 3.438 1.756 -1.090  0.06
O 1.985 -0.230 3.263  -0.34
O 6.729 0.087 2.551  0.05
N 1.525 -2.193 1.580  -0.33
N -2.386 1.502 -0.382  -0.18
C 5.719 -0.120 4.603  -0.11
C -6.159 -1.391 1.076  -0.31
C -1.388 -0.790 -0.804  -0.16
C 5.708 -0.684 3.206  -0.10
C 4.656 1.226 -0.578  -0.13
C 0.918 -1.789 -1.162  -0.22
C -2.342 -3.080 -3.866  -0.55
C 5.452 2.461 -0.240  -0.12
C -2.365 0.322 -1.252  -0.18
C 3.687 3.007 -1.530  -0.57
C -1.582 -1.373 3.559  -0.02
C -0.585 -0.736 2.891  -0.24
C 7.572 0.549 3.502  -0.58
C -1.633 -2.421 -5.902  -0.12
C -3.046 -2.950 -6.004  -0.12
C -5.791 -2.889 1.262  -0.11
C -0.108 -0.757 -1.639  -0.23
C -5.194 -0.806 0.051  -0.50
C -3.452 1.497 0.529  -1.08
C -0.657 4.088 0.422  -0.26
C -2.252 2.777 -1.123  -0.18
C 0.222 3.222 1.333  -0.11
C -0.874 3.444 -0.957  -0.17
H -2.979 3.472 -0.693  0.11
H 4.468 0.585 0.277  0.11
H -5.020 -3.025 2.015  0.07
H -1.594 4.330 0.927  0.08
H 0.177 3.644 2.340  0.07
H 6.523 2.327 -0.370  0.13
H 5.052 0.735 4.713  0.14
H -0.102 2.689 -1.117  0.11
H 5.260 2.815 0.775  0.13
H -0.339 -1.033 -2.670  0.09
H -3.788 -2.151 -6.076  0.13
H 4.740 -0.569 2.722  0.12
H -1.978 -2.327 3.216  0.06
H -4.193 -1.192 0.216  0.07
H -2.016 0.637 -2.237  0.12
H -6.101 -0.908 2.049  0.10
H -0.142 5.038 0.251  0.10
H -3.183 -3.637 -6.835  0.13
H -5.551 -1.098 -0.935  0.07
H -2.044 -0.970 4.456  0.06
H 1.261 3.247 1.014  0.07
H -0.779 0.140 2.279  0.04
H -1.494 -1.477 -6.423  0.13
H -2.497 2.684 -2.183  0.11
H -1.083 -0.661 0.234  0.09
H 0.361 -2.672 -0.845  0.09
H -6.665 -3.516 1.416  0.06
H -3.343 -0.142 -1.393  0.07
H 5.471 -0.859 5.360  0.13
H 5.991 -1.738 3.178  0.14
H 1.603 -2.067 -1.956  0.09
H -0.162 2.212 1.356  0.03
H -0.891 -3.137 -6.259  0.13
H -5.351 -3.221 0.317  0.07
H 0.303 0.251 -1.678  0.11
H 5.132 0.634 -1.363  0.14
H -1.851 -1.772 -0.892  0.09
H -7.188 -1.364 0.724  0.10
H -0.812 4.200 -1.743  0.11

---

What is the formula in the second record? C23H39ClO15S